This record from the Open Molecules 2025 dataset describes a 3-piece molecular cluster, C17H36FNO9S4 overall. The level of theory is ωB97M-V with the def2-TZVPD basis set.

The geometry in XYZ format:
```
68
Properties=species:S:1:pos:R:3:forces:R:3:nbo_charge:R:1
C -1.340023 1.352309 -1.133202 -0.2 0.1 -0.1 -0.61
C -2.244161 0.425232 -0.302330 0.1 0.0 0.0 -0.42
C -2.108797 -1.073427 -0.612795 -0.1 0.1 -0.1 -0.41
C -3.109175 -1.642190 -1.628154 0.0 0.1 0.0 -0.03
C -3.208669 -0.733432 -2.849306 0.0 0.0 0.0 -0.63
N -4.470333 -1.874049 -1.000814 0.3 -0.3 -0.4 -0.70
C -5.649662 -1.795040 -1.901714 -0.1 0.2 0.2 -0.23
C -6.320924 -0.407868 -2.007169 0.0 0.0 -0.1 -0.41
C -5.941443 0.621502 -0.936490 -0.1 0.0 -0.1 -0.42
C -7.114755 1.540888 -0.576894 -0.1 -0.1 0.1 -0.68
S -6.674817 3.249099 -0.376260 0.0 0.1 -0.1 2.38
O -7.765529 3.926350 0.236955 0.0 0.0 0.0 -0.92
O -5.339982 3.338254 0.130675 0.0 0.0 0.1 -0.94
O -6.651374 3.791247 -1.884667 -0.1 -0.2 0.0 -0.89
S -4.546307 -3.229146 -0.101231 -0.1 0.1 0.0 2.55
O -3.300501 -3.518473 0.504233 -0.1 0.0 0.1 -0.90
O -5.771876 -3.254891 0.614597 0.1 0.0 0.0 -0.91
F -4.710481 -4.341875 -1.228573 0.0 0.0 0.0 -0.51
H -0.776192 2.016231 -0.481403 0.0 0.0 0.0 0.23
H -0.622507 0.784506 -1.729281 0.0 0.0 0.0 0.19
H -1.912299 1.980755 -1.819860 0.0 -0.1 -0.1 0.19
H -3.281855 0.738361 -0.410372 0.0 0.0 0.1 0.20
H -2.000040 0.560570 0.750005 0.0 0.0 0.0 0.24
H -2.167801 -1.641179 0.310768 0.0 0.0 -0.1 0.24
H -1.115611 -1.270564 -1.026109 0.0 0.0 0.1 0.21
H -2.734566 -2.607247 -1.983584 0.0 -0.1 0.1 0.20
H -2.192593 -0.519586 -3.180296 0.0 0.0 0.0 0.24
H -3.679471 0.221842 -2.618248 0.0 0.0 0.0 0.21
H -3.732962 -1.194250 -3.684960 0.0 0.0 0.0 0.21
H -6.399101 -2.483326 -1.522166 0.1 0.0 0.1 0.23
H -5.362052 -2.167467 -2.883619 -0.1 0.0 0.0 0.20
H -7.398746 -0.575471 -1.961030 0.0 -0.1 0.0 0.21
H -6.125214 0.004469 -2.999500 0.0 0.1 0.0 0.21
H -5.598160 0.112885 -0.038145 0.1 0.1 0.0 0.24
H -5.110251 1.233838 -1.287230 0.1 -0.1 0.1 0.21
H -7.556431 1.281085 0.386295 0.0 0.0 0.0 0.26
H -7.912575 1.517246 -1.318725 0.0 0.1 0.0 0.24
H -5.809587 3.560065 -2.297835 0.2 0.1 0.0 0.50
O 1.688857 -0.898960 1.288507 0.0 0.0 0.0 -0.94
S 1.634265 0.487791 1.676520 0.0 0.0 0.0 2.17
O 0.392779 1.210175 1.538291 0.0 0.0 0.1 -0.96
C 2.267203 0.653102 3.345028 0.0 0.0 0.0 -0.67
C 3.760466 0.891953 3.150490 0.0 0.0 0.0 -0.42
C 3.879520 1.889370 1.991059 0.0 0.1 0.0 -0.41
C 2.969313 1.384348 0.869703 0.1 0.1 0.0 -0.67
H 2.013254 -0.252685 3.890607 0.0 0.0 0.0 0.26
H 1.770838 1.514930 3.791113 0.0 0.0 0.0 0.24
H 4.219890 1.272055 4.062601 0.0 0.0 0.0 0.22
H 4.253588 -0.046618 2.885934 0.0 0.0 0.0 0.23
H 3.549951 2.878509 2.318208 0.0 0.0 0.0 0.20
H 4.902557 1.972546 1.633396 0.0 0.0 0.0 0.25
H 2.521523 2.178762 0.277399 0.0 0.0 0.0 0.25
H 3.482459 0.674834 0.222870 0.0 0.0 0.0 0.26
O 6.193953 0.322699 0.523017 0.0 0.0 0.0 -0.96
S 6.850271 -0.852120 1.048602 0.0 0.0 0.0 2.17
O 6.075780 -1.831964 1.762727 0.0 0.0 0.0 -0.93
C 7.795607 -1.619655 -0.263516 0.0 0.0 0.0 -0.67
C 9.157871 -0.940641 -0.185452 0.0 0.0 0.0 -0.41
C 9.504176 -0.860319 1.307869 0.0 0.0 0.0 -0.40
C 8.264958 -0.327490 2.033883 0.1 0.0 0.0 -0.67
H 7.260567 -1.467340 -1.197813 0.0 0.0 0.0 0.26
H 7.854113 -2.683184 -0.032680 0.0 0.0 0.0 0.24
H 9.907837 -1.496450 -0.745976 0.0 0.0 0.0 0.23
H 9.096196 0.062793 -0.611728 0.0 0.0 0.0 0.22
H 9.751312 -1.856079 1.680224 0.0 0.0 0.0 0.21
H 10.365036 -0.218603 1.488518 0.0 0.0 0.0 0.23
H 8.135163 -0.729222 3.035712 0.0 0.0 0.0 0.25
H 8.237523 0.760209 2.063319 0.0 0.0 0.0 0.25
```
Positions in Å, forces in eV/Å.

## Properties
**E_tot**: -3093.8481 a.u.

---

This record from the Open Molecules 2025 dataset describes an isolated ion of composition C17H36N4O4P and charge +1 at a distorted geometry. The level of theory is ωB97M-V with the def2-TZVPD basis set.

The geometry in XYZ format:
```
62
Properties=species:S:1:pos:R:3:forces:R:3:nbo_charge:R:1
C -3.692752 -1.023988 -1.134600 -0.4 -0.4 -0.4 -0.72
C -3.292866 -0.347872 -2.417650 0.2 -0.6 0.1 0.72
O -3.998235 0.452718 -2.952816 -0.3 0.8 -0.2 -0.53
N -2.016324 -0.738595 -2.941215 0.0 0.5 0.2 -0.54
C -2.254001 -1.736077 -3.997989 -0.1 -0.3 0.5 -0.41
C -1.262599 0.420894 -3.452566 0.3 -0.2 -0.6 -0.24
C 0.246926 0.167873 -3.373531 -0.2 -0.3 0.3 -0.39
C 0.922807 0.759633 -2.141960 0.4 -0.1 0.0 -0.41
C 0.528793 0.006155 -0.868326 -0.2 0.4 -0.2 -0.46
C 0.822561 0.757730 0.413218 -0.2 0.5 0.0 0.34
C 2.303673 0.842078 0.784471 0.3 -0.6 0.3 -0.45
C 3.141321 -0.412400 0.515948 -0.4 0.1 0.1 -0.40
C 2.629346 -1.677339 1.200770 0.3 -0.2 0.0 -0.42
C 3.299102 -2.923767 0.623200 0.1 0.3 0.0 -0.21
N 4.752440 -2.754332 0.572388 -0.1 0.0 0.1 -0.85
O 0.012299 0.133792 1.437148 -0.3 -0.3 -0.1 -0.53
C -0.132860 0.920710 2.545061 0.8 0.7 -0.1 0.29
C -1.507545 0.872349 3.162334 -0.6 -0.9 0.7 -0.51
C -1.689789 -0.442757 3.954832 -0.9 -1.2 0.7 0.21
C -1.954261 -1.767595 3.116419 1.4 2.8 -1.5 -0.31
O -0.639969 -1.262783 3.853445 0.3 0.2 -0.8 -0.48
N 0.093948 2.366567 1.977943 -1.5 1.2 0.2 -0.24
N 1.059387 3.174210 2.687903 0.5 -0.5 -0.2 -0.62
C 0.240859 2.224365 0.484548 0.7 -1.0 0.6 -0.44
P -1.371087 2.551554 -0.356689 0.0 0.6 -0.6 1.54
O -1.232912 3.458857 -1.503551 0.1 0.0 -0.1 -1.03
H -4.769690 -1.166059 -1.150986 -0.1 0.1 0.2 0.25
H -3.218259 -1.994105 -1.027612 0.2 0.0 0.1 0.23
H -3.439006 -0.376166 -0.297319 0.1 0.0 0.1 0.22
H -3.077016 -2.385037 -3.700777 0.0 -0.1 0.1 0.21
H -2.547024 -1.258174 -4.933367 0.1 0.0 -0.1 0.20
H -1.386426 -2.376394 -4.127091 0.2 0.1 -0.2 0.21
H -1.542355 1.336643 -2.936413 -0.1 0.0 0.2 0.21
H -1.518785 0.594993 -4.500328 -0.2 0.1 0.0 0.20
H 0.740837 0.503399 -4.280791 0.0 0.2 0.0 0.23
H 0.379049 -0.914698 -3.316521 0.1 -0.1 -0.2 0.21
H 0.696662 1.825180 -2.057328 -0.1 0.1 -0.1 0.20
H 2.003931 0.698893 -2.278798 0.1 0.0 0.1 0.22
H -0.537067 -0.209849 -0.900504 -0.1 -0.2 0.0 0.24
H 1.037190 -0.952410 -0.839168 0.0 -0.1 0.0 0.25
H 2.393556 1.051061 1.852756 -0.1 0.2 0.0 0.22
H 2.766341 1.678692 0.262531 -0.1 0.1 -0.1 0.22
H 3.220035 -0.570961 -0.561546 0.1 0.0 -0.1 0.19
H 4.139268 -0.209537 0.894538 0.2 0.0 -0.2 0.24
H 1.549481 -1.769185 1.107942 -0.1 -0.1 0.1 0.20
H 2.876758 -1.643046 2.262642 -0.1 0.2 0.1 0.21
H 2.864928 -3.115727 -0.364297 0.0 -0.2 -0.1 0.16
H 3.093158 -3.775015 1.266208 -0.2 -0.1 0.0 0.20
H 5.050137 -2.376031 -0.315699 0.1 0.0 0.0 0.36
H 5.220862 -3.639906 0.694082 0.1 0.0 0.0 0.37
H 0.661090 0.824516 3.285237 0.1 -0.2 0.0 0.22
H -2.302818 0.927831 2.419737 0.0 0.3 -0.1 0.24
H -1.627558 1.659770 3.908500 0.0 0.3 -0.2 0.24
H -2.256352 -0.355492 4.876235 0.2 0.0 0.2 0.21
H -2.080182 -1.156608 2.187603 0.7 -0.2 -0.3 0.15
H -1.467529 -2.565719 2.558253 -1.1 -1.6 1.4 0.30
H -0.796417 2.851142 2.108573 -0.1 -0.2 0.0 0.42
H 1.374397 3.908886 2.063068 0.0 0.0 -0.1 0.39
H 0.587054 3.619226 3.467736 -0.1 -0.1 0.1 0.38
H 0.981227 2.931434 0.123906 -0.2 0.3 -0.1 0.28
H -1.901209 1.284372 -0.615323 -0.1 -0.1 0.2 -0.06
H -2.176531 3.092101 0.675587 0.0 -0.3 0.2 -0.10
```
Positions in Å, forces in eV/Å.

## Properties
**Charge**: +1
**E_tot**: -1530.2327 a.u.

---

This record from the Open Molecules 2025 dataset describes C17H36N7O5P2SbSe4V as an isolated structure at a distorted geometry. The level of theory is ωB97M-V with the def2-TZVPD basis set.

The geometry in XYZ format:
```
73
Properties=species:S:1:pos:R:3:forces:R:3:mulliken_charge:R:1
V 0.118178 -0.606179 1.080518 1.1 -1.5 1.0 0.27
C -2.675574 1.861639 4.430916 0.1 0.1 0.1 -1.06
N -2.499361 0.581313 3.766246 0.1 0.2 0.1 0.45
C -3.004567 -0.594846 4.465869 0.0 -0.1 0.0 -0.96
P -1.617347 0.431989 2.424772 -0.2 -0.5 -0.9 0.65
O -1.958339 -0.834020 1.631008 0.8 2.0 1.7 -0.65
O -1.971596 1.732188 1.492683 0.5 -0.7 -0.8 -0.44
P -1.776796 1.491803 -0.166404 0.4 -0.5 0.7 -0.36
O -0.791674 0.442898 -0.577564 -0.6 1.0 0.5 0.58
N -3.284804 1.051875 -0.618171 -0.1 0.4 -0.3 0.47
C -3.416667 0.376518 -1.913267 0.1 -0.2 0.0 -0.90
C -4.450620 1.855278 -0.269238 0.0 -0.1 0.1 -1.03
N -1.217522 2.976598 -0.595530 -0.3 0.0 -0.2 0.55
C -0.409864 3.051862 -1.817900 0.2 -0.1 0.0 -0.85
C -2.074268 4.140364 -0.392995 0.1 0.0 0.1 -0.95
N 0.109040 0.610765 2.767083 -1.4 1.7 -1.3 0.79
C 0.632356 0.640744 4.129063 0.2 -0.4 0.2 -1.25
C 0.969579 1.212328 1.698173 -0.5 -1.0 0.2 -0.75
H -2.166197 1.879047 5.397662 0.0 0.0 0.0 0.33
H -3.738601 2.044273 4.596431 0.0 0.0 0.0 0.36
H -2.283110 2.668721 3.814440 0.0 0.0 0.0 0.22
H -2.533271 -0.685847 5.447057 0.0 0.0 0.0 0.35
H -2.792541 -1.489224 3.884515 0.0 0.0 0.0 0.26
H -4.084386 -0.511657 4.596440 0.0 0.0 0.0 0.29
H -2.554307 -0.263701 -2.086616 0.0 0.0 0.0 0.16
H -3.514316 1.091881 -2.736376 0.0 0.0 0.0 0.28
H -4.306435 -0.252424 -1.882707 0.0 0.0 0.0 0.40
H -4.309568 2.329999 0.699670 0.0 0.0 0.0 0.28
H -5.317434 1.196469 -0.204587 0.0 0.0 0.0 0.36
H -4.657321 2.625908 -1.017546 0.0 0.0 0.0 0.30
H 0.197742 2.153858 -1.911775 0.0 0.0 0.0 0.01
H 0.254614 3.912940 -1.741714 0.0 0.0 0.0 0.38
H -1.032251 3.164945 -2.710595 0.0 0.0 0.0 0.30
H -2.629175 4.042974 0.538681 0.0 0.0 0.0 0.25
H -2.779828 4.281120 -1.217426 0.0 0.0 0.0 0.25
H -1.445136 5.028131 -0.323960 0.0 0.0 0.0 0.39
H -0.058769 0.145501 4.810966 0.0 0.0 0.0 0.31
H 0.780654 1.672717 4.451505 -0.1 0.0 0.0 0.29
H 1.585749 0.107925 4.144362 -0.1 -0.1 0.0 0.40
H 1.754641 -0.298369 0.597067 0.0 0.8 0.5 -0.02
H 1.968881 1.456515 2.025967 0.0 -0.2 0.3 0.47
H 0.516553 2.006767 1.109968 -0.1 0.0 0.2 0.03
N 3.666476 -2.919613 1.231891 0.1 -0.1 0.1 -0.24
C 2.797453 -2.447488 2.159486 0.0 0.0 -0.1 0.48
O 2.999719 -1.386150 2.740622 0.1 0.0 0.0 -0.65
C 1.560778 -3.273391 2.432061 0.0 0.0 -0.1 -0.58
C 0.320419 -2.379761 2.463975 0.1 0.9 0.5 -1.20
H 4.483397 -2.371182 1.021430 0.0 0.0 0.0 0.21
H 3.523639 -3.782559 0.728865 -0.1 0.2 0.0 0.10
H 1.729851 -3.770250 3.395388 0.0 -0.1 0.0 0.41
H 1.440200 -4.055548 1.675229 0.1 0.0 0.1 0.18
H 0.294847 -1.898906 3.455915 -0.1 -0.2 0.0 0.31
H -0.584578 -2.995591 2.396482 0.1 0.1 -0.1 0.46
Se 2.732905 -4.186086 -3.460824 0.7 -0.4 0.7 -0.20
Sb 0.879293 -4.164767 -1.806254 -1.4 0.2 -0.1 0.86
Se -0.975867 -5.308795 -2.740194 -0.2 0.0 0.1 -0.57
Se 2.800276 -5.687185 -1.399970 0.6 0.5 -0.6 -0.40
Se 0.330336 -2.316485 -0.398523 0.2 -2.5 -2.7 -0.17
N 3.752361 -1.660162 -6.437405 -0.1 -0.1 0.0 -0.25
C 3.716279 -0.382272 -5.979583 0.0 -0.2 0.0 -0.13
O 4.106508 0.572059 -6.618589 0.1 0.0 -0.1 -0.61
C 3.119490 -0.220866 -4.613310 0.1 0.1 0.1 0.74
C 1.785235 -0.519599 -4.389861 0.1 -0.2 0.0 -0.82
C 1.256052 -0.277759 -3.134256 -0.3 0.0 0.1 -0.26
N 1.953961 0.232845 -2.125872 0.1 0.1 -0.1 0.01
C 3.239895 0.492558 -2.344225 0.0 0.0 0.0 -0.53
C 3.867401 0.295058 -3.562647 0.0 0.0 -0.1 -0.72
H 4.093086 -1.823230 -7.370098 0.0 0.0 0.0 0.21
H 3.477339 -2.443796 -5.862979 0.1 0.2 -0.1 0.12
H 1.170432 -0.939925 -5.175161 0.0 0.0 0.0 0.42
H 0.220868 -0.528082 -2.914355 0.1 0.1 0.0 0.65
H 3.792787 0.877109 -1.493723 0.0 0.0 0.0 0.44
H 4.912816 0.538239 -3.690204 0.0 0.0 0.0 0.48
```
Positions in Å, forces in eV/Å.

## Properties
**Relative energy (zero: lowest compared OMol25 entry of this formula, charge and spin)**: 605.90 kJ/mol
**E_tot**: -12901.6091 a.u.
**2S+1**: 4